Below is a 2-piece molecular cluster, C2H6BrP overall, with properties calculated with ωB97M-V/def2-TZVPD.

Properties
E_LUMO (eV): 1.0
Orbital gap (eV): 10.65
Strongest force on any atom (eV/Å): 5.08
Structure (SMILES): C=CBr.P
Relative energy (zero: lowest compared OMol25 entry of this formula, charge and spin) (kcal per mole): 60.8
Electronic energy (eV): -81500.515
HOMO (eV): -9.66

CARTESIAN COORDINATES (ANGSTROEM)
C  -0.84763  0.46465  1.28759
C  -0.58906  1.70380  1.63808
P  1.08486  -2.16770  -1.51743
Br  -1.09341  3.20559  0.64265
H  -0.71177  -0.40542  1.79877
H  0.30144  -2.15832  -2.78152
H  -1.27888  0.47101  0.23675
H  -0.19702  1.99539  2.61108
H  2.18942  -2.31906  -2.32625
H  1.14205  -0.78994  -1.58971